(P)
ORCA calculation (ωB97M-V with the def2-TZVPD basis set) on the molecule C2H2OS2.

Geometry (Å):
1 C -0.469 0.196 -0.024
2 C 0.349 -1.182 0.101
3 H 0.259 2.670 0.306
4 H -0.421 -1.880 0.259
5 O 1.563 -1.159 -0.299
6 S 0.868 1.272 -0.149
7 S -2.149 0.082 -0.194

E_HOMO, eV: -9.4
E_LUMO, eV: -1.669
SMILES: O=CC(=S)S
Kohn-Sham gap, eV: 7.7
2S+1: 1

Atomic partial charges in e from the natural (NBO) method, atoms 1 to 5: number 1, C, carries -0.42; number 2, C, carries 0.36; number 3, H, carries 0.16; number 4, H, carries 0.17; number 5, O, carries -0.49


(Q)
ORCA calculation (ωB97M-V with the def2-TZVPD basis set) on the molecule C2H2OS2.

Geometry (Å):
1 C 0.465 -0.576 -0.580
2 C 0.977 0.639 0.202
3 H -1.577 0.020 0.230
4 H 2.058 0.723 0.207
5 O 1.107 -1.046 -1.498
6 S -1.172 -1.178 -0.210
7 S 0.047 1.631 1.074

E_HOMO, eV: -9.6
E_LUMO, eV: -1.719
SMILES: O=C(S)C=S
Kohn-Sham gap, eV: 7.9
2S+1: 1

Atomic partial charges in e from the natural (NBO) method, atoms 1 to 5: number 1, C, carries 0.34; number 2, C, carries -0.37; number 3, H, carries 0.15; number 4, H, carries 0.23; number 5, O, carries -0.50


(R)
ORCA calculation (ωB97M-V with the def2-TZVPD basis set) on a cluster of 2 separate species, C2H2OS2 in total.

Geometry (Å):
1 C 3.241 1.042 -0.054
2 C 3.373 -0.234 -0.001
3 O 3.016 2.156 0.087
4 S 3.870 -1.754 0.086
5 S -0.113 -0.213 -0.491
6 H -0.079 -1.331 -1.335
7 H -0.069 0.468 -1.575

E_HOMO (spin up / spin down), eV: -8.5 / -8.5
E_LUMO (spin up / spin down), eV: -1.912 / -1.923
SMILES: O=C=C=S.S
Kohn-Sham gap (spin up / spin down), eV: 6.6 / 6.5
2S+1: 1

Atomic partial charges in e from the natural (NBO) method, atoms 1 to 5: number 1, C, carries 0.58; number 2, C, carries -0.44; number 3, O, carries -0.40; number 4, S, carries 0.25; number 5, S, carries -0.28


Need the numbers? Relative energies in eV: (P) 1.677; (Q) 0.000; (R) 1.820.


(P)
ORCA calculation (ωB97M-V with the def2-TZVPD basis set) on a structure of composition C29H38HfN2O6PS3Se.

Geometry (Å):
1 Hf 0.123 -0.496 1.464
2 C 3.311 -0.575 -1.771
3 C 3.747 0.883 -1.913
4 S 2.569 2.043 -1.167
5 C 3.645 3.129 -0.178
6 C 4.422 2.448 0.934
7 S 3.370 1.418 2.027
8 C 4.391 -0.083 2.034
9 C 4.452 -0.862 0.722
10 S 2.841 -1.179 -0.105
11 H 4.118 -1.225 -2.110
12 H 2.431 -0.771 -2.379
13 H 3.818 1.124 -2.974
14 H 4.722 1.055 -1.459
15 H 2.954 3.867 0.233
16 H 4.327 3.639 -0.859
17 H 4.901 3.197 1.563
18 H 5.199 1.800 0.532
19 H 3.966 -0.697 2.821
20 H 5.395 0.217 2.332
21 H 4.891 -1.841 0.914
22 H 5.083 -0.356 -0.005
23 C 2.912 -2.788 4.403
24 O 1.795 -2.063 4.949
25 C 1.100 -1.309 4.150
26 O 1.483 -0.935 3.008
27 N 0.069 -0.701 4.764
28 N -0.735 0.157 4.001
29 H 3.044 -3.654 5.042
30 H 3.800 -2.161 4.442
31 H 2.695 -3.102 3.384
32 H -0.294 -1.135 5.600
33 H -0.848 1.023 4.513
34 H -1.646 -0.256 3.831
35 C -3.589 0.322 -3.329
36 C -3.748 -0.901 -2.462
37 C -4.710 -1.832 -2.848
38 C -4.977 -2.976 -2.114
39 C -4.282 -3.210 -0.940
40 C -3.310 -2.310 -0.545
41 C -3.018 -1.164 -1.290
42 P -1.619 -0.174 -0.631
43 C -0.865 0.560 -2.124
44 C -0.939 1.926 -2.378
45 C -0.401 2.457 -3.537
46 C 0.234 1.622 -4.442
47 C 0.333 0.263 -4.183
48 C -0.213 -0.294 -3.030
49 C -0.114 -1.777 -2.781
50 C -2.419 1.226 0.241
51 C -3.758 1.547 0.017
52 C -4.376 2.557 0.735
53 C -3.663 3.235 1.711
54 C -2.338 2.913 1.953
55 C -1.682 1.920 1.223
56 C -0.210 1.668 1.408
57 H -4.520 0.510 -3.862
58 H -2.805 0.176 -4.075
59 H -3.340 1.209 -2.754
60 H -5.272 -1.644 -3.755
61 H -5.729 -3.674 -2.456
62 H -4.479 -4.088 -0.339
63 H -2.767 -2.512 0.363
64 H -1.438 2.575 -1.668
65 H -0.475 3.519 -3.731
66 H 0.651 2.028 -5.355
67 H 0.833 -0.381 -4.897
68 H 0.506 -2.260 -3.535
69 H -1.102 -2.240 -2.817
70 H 0.310 -1.995 -1.796
71 H -4.324 0.994 -0.720
72 H -5.409 2.808 0.532
73 H -4.137 4.025 2.280
74 H -1.782 3.462 2.706
75 H 0.143 2.199 2.296
76 H 0.293 2.131 0.557
77 O -0.006 -3.167 3.337
78 Se -0.742 -2.965 1.936
79 O -1.560 -1.496 2.075
80 O 0.368 -2.418 0.815
81 O -1.604 -4.186 1.465

E_HOMO, eV: -10.9
E_LUMO, eV: -2.636
Total charge: +1
Kohn-Sham gap, eV: 8.3
2S+1: 1

Atomic partial charges in e from the Löwdin method, atoms 1 to 5: number 1, Hf, carries 1.52; number 2, C, carries -0.48; number 3, C, carries -0.50; number 4, S, carries 0.85; number 5, C, carries -0.52


(Q)
ORCA calculation (ωB97M-V with the def2-TZVPD basis set) on a structure of composition C29H38HfN2O6PS3Se.

Geometry (Å):
1 Hf -0.176 0.120 -0.014
2 C -0.271 -3.523 1.569
3 C 1.227 -3.524 1.308
4 S 1.733 -2.183 0.193
5 C 3.242 -1.602 0.993
6 C 3.033 -1.035 2.391
7 S 1.741 0.236 2.414
8 C 0.675 -0.300 3.769
9 C -0.039 -1.633 3.606
10 S -0.926 -1.907 2.031
11 H -0.526 -4.249 2.342
12 H -0.820 -3.806 0.671
13 H 1.527 -4.470 0.858
14 H 1.782 -3.416 2.237
15 H 3.619 -0.825 0.323
16 H 3.975 -2.410 0.999
17 H 3.964 -0.585 2.735
18 H 2.768 -1.809 3.110
19 H -0.037 0.514 3.864
20 H 1.270 -0.326 4.683
21 H -0.772 -1.733 4.406
22 H 0.655 -2.466 3.701
23 C -1.298 -3.957 -2.576
24 O -2.341 -3.108 -2.028
25 C -1.952 -2.082 -1.322
26 O -0.763 -1.827 -1.072
27 N -2.959 -1.322 -0.865
28 N -2.602 -0.233 -0.064
29 H -1.809 -4.862 -2.883
30 H -0.547 -4.167 -1.819
31 H -0.838 -3.457 -3.424
32 H -3.922 -1.587 -1.006
33 H -2.894 -0.356 0.904
34 H -3.023 0.627 -0.414
35 C 3.279 2.115 -0.354
36 C 4.162 1.371 -1.314
37 C 5.518 1.682 -1.376
38 C 6.353 1.100 -2.318
39 C 5.833 0.204 -3.238
40 C 4.489 -0.128 -3.182
41 C 3.654 0.418 -2.210
42 P 1.855 0.059 -2.197
43 C 1.608 -1.335 -3.391
44 C 0.611 -1.124 -4.353
45 C 0.306 -2.072 -5.312
46 C 0.997 -3.275 -5.325
47 C 1.970 -3.504 -4.371
48 C 2.299 -2.559 -3.396
49 C 3.437 -2.938 -2.479
50 C 1.237 1.516 -3.093
51 C 2.031 2.249 -3.976
52 C 1.524 3.380 -4.586
53 C 0.222 3.786 -4.307
54 C -0.566 3.049 -3.442
55 C -0.077 1.894 -2.828
56 C -0.958 1.074 -1.930
57 H 3.857 2.804 0.259
58 H 2.745 1.448 0.324
59 H 2.515 2.695 -0.878
60 H 5.917 2.414 -0.685
61 H 7.402 1.365 -2.347
62 H 6.466 -0.229 -4.001
63 H 4.084 -0.810 -3.917
64 H 0.085 -0.179 -4.373
65 H -0.451 -1.863 -6.057
66 H 0.787 -4.024 -6.079
67 H 2.524 -4.436 -4.388
68 H 4.338 -3.125 -3.068
69 H 3.198 -3.859 -1.946
70 H 3.679 -2.174 -1.750
71 H 3.051 1.947 -4.174
72 H 2.144 3.952 -5.263
73 H -0.176 4.682 -4.765
74 H -1.578 3.371 -3.229
75 H -1.531 0.360 -2.540
76 H -1.695 1.773 -1.507
77 O -2.261 3.049 1.004
78 Se -0.919 2.437 1.644
79 O -1.157 0.763 1.840
80 O 0.211 2.143 0.397
81 O -0.261 3.093 2.944

E_HOMO, eV: -11.0
E_LUMO, eV: -2.249
Total charge: +1
Kohn-Sham gap, eV: 8.8
2S+1: 1

Atomic partial charges in e from the Löwdin method, atoms 1 to 5: number 1, Hf, carries 1.41; number 2, C, carries -0.49; number 3, C, carries -0.45; number 4, S, carries 0.84; number 5, C, carries -0.48


Need the numbers? Relative energies in eV: (P) 1.736; (Q) 0.000.